C34H32InN3O5P2S4Se | the ωB97M-V functional and the def2-TZVPD basis

Net charge: -2
Orbital gap (spin up / spin down): 2.1 / 2.1 eV
HOMO level (spin up / spin down): 0.0424 / 0.0424 hartree

XYZ file:
```
82
Properties=species:S:1:pos:R:3:lowdin_charge:R:1
In -0.4847 -8.4858 19.6804 0.42
N 1.2129 -7.1075 18.6517 -0.05
C 0.6183 -6.3989 17.5251 -0.18
C -0.4677 -7.2554 16.8673 -0.55
O -0.7104 -7.1535 15.6625 -0.03
N -1.1742 -8.0667 17.6920 -0.08
C -1.9625 -9.0713 17.1129 -0.17
C -1.6391 -10.3993 17.8639 -0.60
O -1.7780 -11.4585 17.2507 -0.01
O -1.3615 -10.3308 19.1330 -0.13
H 1.6005 -6.4386 19.3212 0.08
H 2.0578 -7.6899 18.3840 0.06
H 1.3384 -6.1730 16.6935 0.11
H 0.0642 -5.4895 17.8902 0.13
H -1.6744 -9.1555 16.0672 0.10
H -3.0708 -8.8917 17.0545 0.13
S 1.7916 -9.4306 20.9844 -0.10
S 0.6297 -8.8021 22.5792 -0.07
S 0.2255 -6.6838 22.2931 -0.24
S -1.4785 -6.8209 21.2838 -0.10
O 3.1683 -11.3825 17.7216 -0.32
P 3.6003 -11.4105 16.3077 0.70
C 4.9803 -10.2834 15.8342 -0.29
P 4.9859 -8.6500 16.6921 0.71
O 3.6913 -8.1902 17.3096 -0.30
C 5.5416 -7.6081 15.3627 -0.31
C 6.7625 -7.7880 14.7601 -0.10
C 7.2111 -6.9484 13.6948 -0.08
C 6.3684 -5.9493 13.2381 -0.10
C 5.1502 -5.6774 13.9251 -0.06
C 4.7572 -6.4922 15.0217 -0.04
C 6.2307 -8.7561 17.9121 -0.29
C 7.3054 -7.8856 18.0233 -0.08
C 8.0694 -7.9392 19.1510 -0.11
C 7.8797 -8.8543 20.1720 -0.07
C 6.7693 -9.6921 20.0658 -0.05
C 6.0004 -9.6991 18.9178 -0.05
C 2.3374 -11.0120 15.0432 -0.25
C 2.5274 -10.0943 13.9919 -0.10
C 1.6320 -10.0359 12.9537 -0.10
C 0.4055 -10.7152 12.9742 -0.07
C 0.0945 -11.4380 14.1237 -0.06
C 1.0619 -11.5855 15.1163 -0.05
C 4.1743 -13.0527 15.9496 -0.28
C 4.5340 -13.9418 16.9841 -0.04
C 5.0907 -15.1641 16.6523 -0.09
C 5.1086 -15.5505 15.2970 -0.10
C 4.7604 -14.6614 14.2782 -0.10
C 4.3243 -13.4084 14.6298 -0.11
H 4.9971 -10.0414 14.7522 0.05
H 5.9735 -10.7215 16.0348 0.08
H 7.4201 -8.5453 15.1588 0.10
H 8.1299 -7.2318 13.1580 0.10
H 6.6535 -5.3434 12.3552 0.10
H 4.5784 -4.7519 13.7058 0.11
H 3.7933 -6.4035 15.4676 0.09
H 7.5773 -7.2236 17.2029 0.10
H 8.8773 -7.2562 19.2074 0.09
H 8.5290 -8.8885 21.0333 0.10
H 6.5578 -10.4942 20.7604 0.11
H 5.0869 -10.3240 18.7739 0.11
H 3.4470 -9.5046 13.8620 0.09
H 1.8819 -9.4022 12.0877 0.10
H -0.2586 -10.7024 12.1501 0.08
H -0.7858 -12.0453 14.2922 0.11
H 0.7876 -12.1969 15.9778 0.12
H 4.3117 -13.6995 18.0493 0.13
H 5.5126 -15.8800 17.3637 0.10
H 5.4895 -16.5560 15.0381 0.10
H 4.8606 -14.9271 13.2290 0.10
H 4.1762 -12.7184 13.7808 0.12
Se 1.9883 -11.8133 21.1386 0.29
C 0.4278 -11.9898 22.3060 -0.68
C 0.3540 -11.5306 23.6388 -0.22
C -0.9110 -11.4209 24.2568 -0.22
N -2.0299 -11.7818 23.6609 0.00
C -1.9707 -12.3491 22.4652 -0.18
C -0.7688 -12.4243 21.7357 -0.14
H 1.2832 -11.2882 24.2223 0.10
H -0.9251 -10.8480 25.2158 0.10
H -2.9194 -12.7703 22.1409 0.09
H -0.7450 -12.8182 20.7138 0.09
```

C34H32IrN4O4PS2 | the ωB97M-V functional and the def2-TZVPD basis

Spin multiplicity: 2
Net charge: +1
Orbital gap (spin up / spin down): 8.0 / 5.8 eV
HOMO level (spin up / spin down): -0.4218 / -0.4179 hartree

XYZ file:
```
78
Properties=species:S:1:pos:R:3:lowdin_charge:R:1
Ir 0.0029 -0.3248 -0.1163 1.15
N 1.0329 0.1857 1.7859 -0.09
N 2.4144 -0.0837 1.6160 0.03
C 2.8214 -0.6342 0.3800 -0.74
O 3.8970 -1.1498 0.2600 0.11
O 1.9689 -0.4492 -0.5955 -0.29
H 0.9175 1.1632 2.0398 0.11
H 0.6363 -0.3963 2.5260 0.07
H 2.8761 -0.4852 2.4222 0.15
C -1.1173 -0.3965 -5.4259 -0.04
C 0.3091 -0.7153 -5.0581 -0.27
C 1.1158 -1.2460 -6.0595 -0.03
C 2.4388 -1.5853 -5.8400 -0.05
C 3.0080 -1.3694 -4.5969 -0.05
C 2.2377 -0.8371 -3.5786 -0.06
C 0.8888 -0.5349 -3.7872 -0.28
P -0.1014 0.1497 -2.4342 1.09
C -1.7693 -0.5789 -2.5327 -0.33
C -2.8902 0.2450 -2.3913 -0.09
C -4.1608 -0.2930 -2.3535 -0.06
C -4.3227 -1.6714 -2.4482 -0.04
C -3.2184 -2.4919 -2.6086 -0.02
C -1.9262 -1.9734 -2.6649 -0.27
C -0.8070 -2.9324 -2.9460 -0.02
C -0.2618 1.9103 -2.6170 -0.30
C -0.4102 2.5995 -3.8157 -0.04
C -0.8633 3.9082 -3.7730 -0.05
C -1.1699 4.4973 -2.5530 -0.04
C -0.9494 3.8269 -1.3568 -0.02
C -0.4403 2.5361 -1.3834 -0.32
C 0.0994 1.8158 -0.2081 -0.24
H -1.1715 -0.1763 -6.4901 0.09
H -1.5264 0.4559 -4.8879 0.06
H -1.7748 -1.2463 -5.2311 0.09
H 0.6850 -1.3931 -7.0412 0.12
H 3.0251 -2.0016 -6.6468 0.11
H 4.0459 -1.6052 -4.4160 0.11
H 2.6783 -0.6756 -2.6105 0.09
H -2.7632 1.3182 -2.3169 0.11
H -5.0189 0.3572 -2.2553 0.12
H -5.3114 -2.1058 -2.4066 0.12
H -3.3452 -3.5629 -2.6854 0.12
H -1.1495 -3.9436 -2.7503 0.08
H 0.0942 -2.7416 -2.3601 0.07
H -0.5197 -2.8853 -3.9975 0.09
H -0.1982 2.1183 -4.7613 0.11
H -0.9939 4.4655 -4.6890 0.12
H -1.5532 5.5069 -2.5339 0.11
H -1.1207 4.3301 -0.4145 0.12
H -0.2591 2.2451 0.7200 0.05
H 1.1805 1.9352 -0.2452 0.08
C -4.6470 -0.0165 1.4281 -0.03
C -4.0681 -1.2346 1.1328 -0.02
C -2.7603 -1.2767 0.6838 -0.12
N -2.0153 -0.1751 0.5193 -0.10
C -2.6002 1.0102 0.7680 -0.12
C -3.8932 1.1303 1.2289 -0.03
H -5.6630 0.0447 1.7921 0.12
H -4.6029 -2.1657 1.2447 0.13
H -2.3113 -2.2228 0.4543 0.06
H -2.0106 1.8937 0.5792 0.08
H -4.2958 2.1137 1.4206 0.12
O -2.3409 -5.8374 -1.3228 -0.29
S -1.4499 -5.9368 -0.2022 0.66
O -1.6966 -6.8996 0.8184 -0.25
N -1.3369 -4.4100 0.5025 -0.04
C -0.1544 -3.9375 0.3670 -0.71
S 0.3765 -2.4401 1.1082 0.72
C 0.8278 -4.7877 -0.3487 -0.24
C 2.1504 -4.5219 -0.6550 -0.01
C 2.8509 -5.4856 -1.3710 -0.04
C 2.2438 -6.6744 -1.7610 -0.05
C 0.9118 -6.9386 -1.4516 -0.02
C 0.2333 -5.9729 -0.7454 -0.23
H 2.6198 -3.5942 -0.3504 0.10
H 3.8857 -5.3095 -1.6237 0.11
H 2.8155 -7.4084 -2.3112 0.11
H 0.4360 -7.8594 -1.7509 0.13
```

C34H32N4O4ReS4Sb | the ωB97M-V functional and the def2-TZVPD basis

Spin multiplicity: 2
Net charge: +1
Orbital gap (spin up / spin down): 6.1 / 6.5 eV
HOMO level (spin up / spin down): -0.3942 / -0.3948 hartree

XYZ file:
```
80
Properties=species:S:1:pos:R:3:lowdin_charge:R:1
Re -1.4834 -1.2611 1.9188 1.02
S -1.1875 0.5864 3.0859 0.75
C -1.4362 1.9469 2.0035 -0.62
C -1.1640 3.2476 2.4208 -0.04
C -1.3106 4.2949 1.5282 -0.16
C -1.0048 5.6328 1.9511 -0.16
N -0.7448 6.6945 2.3019 0.20
C -1.7428 4.0399 0.2113 -0.15
C -2.0313 2.7491 -0.1927 -0.03
C -1.8823 1.6993 0.7115 -0.62
S -2.2197 0.0522 0.2174 0.70
C -1.8786 5.1130 -0.7343 -0.16
N -1.9783 5.9529 -1.5107 0.21
H -0.8267 3.4418 3.4307 0.13
H -2.3412 2.5564 -1.2122 0.12
C 2.2731 -1.4125 2.8926 -0.10
S 1.0247 -2.4038 2.1742 0.50
O 1.5779 -3.6025 1.6457 -0.24
O -0.0885 -2.5423 3.1510 -0.41
O 0.3669 -1.5185 1.0981 -0.55
H 2.7320 -1.9947 3.6896 0.09
H 1.8117 -0.5060 3.2767 0.06
H 2.9977 -1.1758 2.1134 0.07
C 5.2996 -0.6152 -5.0618 -0.08
C 4.5105 0.5210 -4.9450 -0.08
C 3.4194 0.5283 -4.0872 -0.11
C 3.1056 -0.6047 -3.3420 -0.41
C 3.8962 -1.7447 -3.4734 -0.16
C 4.9936 -1.7494 -4.3248 -0.09
Sb 1.4917 -0.6840 -1.9531 1.53
C 0.3896 1.0298 -2.6115 -0.40
C 0.8247 2.3396 -2.4061 -0.13
C 0.1102 3.4133 -2.9213 -0.09
C -1.0526 3.1927 -3.6489 -0.09
C -1.5002 1.8953 -3.8559 -0.09
C -0.7826 0.8235 -3.3365 -0.16
C 2.5181 0.3367 -0.3676 -0.39
C 3.8929 0.2043 -0.1962 -0.12
C 4.5422 0.8544 0.8498 -0.08
C 3.8241 1.6510 1.7302 -0.08
C 2.4512 1.7922 1.5654 -0.09
C 1.8058 1.1319 0.5299 -0.16
H 6.1500 -0.6168 -5.7310 0.11
H 4.7443 1.4048 -5.5245 0.11
H 2.8098 1.4205 -4.0122 0.09
H 3.6605 -2.6428 -2.9111 0.09
H 5.6028 -2.6393 -4.4170 0.11
H 1.7320 2.5288 -1.8441 0.10
H 0.4595 4.4251 -2.7583 0.11
H -1.6061 4.0330 -4.0474 0.11
H -2.4012 1.7165 -4.4292 0.11
H -1.1397 -0.1858 -3.5185 0.08
H 4.4747 -0.3893 -0.8927 0.10
H 5.6137 0.7502 0.9643 0.11
H 4.3325 2.1705 2.5320 0.11
H 1.8863 2.4275 2.2387 0.10
H 0.7358 1.2592 0.4053 0.08
C -0.3477 -4.3986 -0.7779 -0.23
S -1.9980 -3.9512 -0.2713 0.98
C -2.3409 -2.7512 -1.5424 -0.27
O -1.8039 -3.1943 1.0510 -0.70
H -0.4249 -4.9630 -1.7072 0.07
H 0.0685 -5.0215 0.0103 0.06
H 0.2500 -3.4978 -0.9068 0.01
H -2.3856 -3.2999 -2.4838 0.08
H -1.5464 -2.0057 -1.5710 0.00
H -3.3092 -2.2968 -1.3406 0.05
N -4.4883 0.0212 2.7128 0.15
C -4.3019 -1.1818 3.2959 -0.35
C -5.2711 -1.6816 4.1892 0.00
C -5.0809 -2.8875 4.7976 -0.03
C -3.9211 -3.6250 4.5210 -0.04
C -3.0131 -3.0988 3.6558 -0.11
N -3.1745 -1.8859 3.0456 -0.07
H -5.3866 0.4586 2.8224 0.12
H -3.9619 0.2631 1.8866 0.01
H -6.1583 -1.0914 4.3716 0.12
H -5.8251 -3.2710 5.4826 0.12
H -3.7345 -4.5854 4.9763 0.12
H -2.1027 -3.6228 3.4115 0.10
```

Energy relative to the best compared isomer or geometry (same formula, charge and spin) values (in kJ/mol) by entry order: 0.00, 93.95, 5.42.
Electronic energy values (in eV) by entry order: -182926.9906, -83720.4144, -101931.6037.